1.
A 2-piece molecular cluster, C6H8N2O2S overall at a distorted geometry. Source: OMol25; level of theory: ωB97M-V with the def2-TZVPD basis set.

Each line ends with the Mulliken charge.
Element x y z (Å)
C1 -2.057 -0.542 0.898  -0.657
C2 -0.641 0.164 -0.487  -0.001
C3 -0.844 -0.794 1.513  -0.261
C4 1.472 -0.262 0.686  0.649
C5 2.107 -1.373 1.068  -0.962
C6 2.067 1.085 0.236  -1.191
N1 -1.943 -0.035 -0.359  -0.369
N2 0.046 -0.238 0.570  0.199
O1 -2.497 -0.008 -3.943  -0.424
O2 -2.530 2.086 -2.767  -0.420
S1 -2.965 0.698 -2.783  0.814
H1 -2.940 -0.688 1.425  0.431
H2 -0.149 0.421 -1.461  0.187
H3 3.096 -1.329 1.251  0.362
H4 1.620 -2.424 1.279  0.241
H5 -0.642 -1.034 2.533  0.393
H6 1.521 2.056 0.463  0.303
H7 2.115 0.901 -0.756  0.380
H8 3.165 1.317 0.635  0.325

Properties
Orbital gap   9.11 eV
Energy above the lowest of the compared OMol25 structures with the same formula, charge and spin   2.779 eV
Highest occupied orbital energy   -0.3409 Ha

=====

2.
One molecule with the formula C5H10O. Source: OMol25; level of theory: ωB97M-V with the def2-TZVPD basis set.

Each line ends with the Mulliken charge.
Element x y z (Å)
C1 -1.603 0.704 -0.792  -1.445
C2 -0.480 -0.172 -0.248  0.716
C3 -0.703 -0.534 1.229  -1.425
C4 0.880 0.496 -0.438  0.585
O1 0.983 1.631 -0.854  -0.566
C5 2.106 -0.326 -0.094  -1.247
H1 -1.432 0.951 -1.844  0.342
H2 -1.659 1.646 -0.239  0.301
H3 -2.567 0.191 -0.708  0.422
H4 -0.442 -1.112 -0.820  0.243
H5 -0.669 0.364 1.857  0.334
H6 0.045 -1.242 1.600  0.361
H7 -1.688 -0.996 1.360  0.395
H8 2.187 -0.469 0.990  0.304
H9 2.042 -1.321 -0.549  0.338
H10 3.000 0.191 -0.450  0.340

Properties
Orbital gap   10.50 eV
SMILES string   CC(=O)C(C)C
Energy above the lowest of the compared OMol25 structures with the same formula, charge and spin   0.004 eV
Highest occupied orbital energy   -0.3505 Ha

=====

3.
C4H7O3Yb as an isolated structure at a distorted geometry. Source: OMol25; level of theory: ωB97M-V with the def2-TZVPD basis set.

Each line ends with the Mulliken charge.
Element x y z (Å)
H1 3.406 2.114 -1.109  -0.133
O1 0.152 2.252 0.174  -0.480
C1 -1.062 2.062 -0.068  0.129
C2 -1.548 0.781 -0.441  -0.160
O2 -0.675 -0.188 -0.562  -0.196
C3 -0.527 -1.241 0.424  -0.442
C4 0.882 -1.796 0.246  -0.371
O3 1.869 -0.846 0.351  -0.568
Yb1 1.903 1.065 -0.409  1.076
H2 -1.768 2.905 -0.116  0.378
H3 -2.608 0.521 -0.426  0.445
H4 -1.293 -1.997 0.212  0.331
H5 -0.665 -0.790 1.415  0.355
H6 0.928 -2.297 -0.744  0.309
H7 1.005 -2.546 1.054  0.328

Properties
2S+1   3
Expectation value of S²   2.01
Orbital gap (spin up / spin down)   8.79 / 6.16 eV
Energy above the lowest of the compared OMol25 structures with the same formula, charge and spin   0.000 eV
Charge   +1
Highest occupied orbital energy (spin up / spin down)   -0.4862 / -0.4851 Ha

=====

4.
A 2-piece molecular cluster, C6H12OSSi2 overall at a distorted geometry. Source: OMol25; level of theory: ωB97M-V with the def2-TZVPD basis set.

Each line ends with the Mulliken charge.
Element x y z (Å)
C1 2.436 2.768 1.239  -0.283
C2 1.028 2.581 0.883  -0.610
C3 2.956 1.687 1.885  -0.425
C4 0.654 1.285 1.092  0.047
C5 -2.435 -0.919 -2.176  -1.138
C6 -1.922 0.154 0.528  -0.608
O1 -0.185 -1.557 -0.793  0.177
Si1 0.501 -2.923 -0.169  0.138
Si2 -1.073 -0.232 -1.067  0.328
S1 1.792 0.384 1.994  -0.176
H1 3.144 3.610 1.153  0.312
H2 0.391 3.297 0.475  0.461
H3 3.999 1.551 2.080  0.391
H4 -3.399 -0.994 -1.678  0.349
H5 -2.632 -0.391 -3.034  0.388
H6 -2.320 -1.994 -2.574  0.275
H7 -2.221 -0.525 1.206  0.434
H8 -2.538 1.121 0.664  0.281
H9 1.764 -2.396 0.706  -0.082
H10 -0.501 -3.719 0.596  -0.095
H11 0.998 -3.799 -1.479  -0.079
H12 -0.438 1.012 -1.530  -0.083

Properties
Orbital gap (spin up / spin down)   6.92 / 6.92 eV
Energy above the lowest of the compared OMol25 structures with the same formula, charge and spin   4.526 eV
Highest occupied orbital energy (spin up / spin down)   -0.3118 / -0.3118 Ha

=====

5.
C50H71N6O2P2SSi4Zr as an isolated structure at a distorted geometry. Source: OMol25; level of theory: ωB97M-V with the def2-TZVPD basis set.

Each line ends with the Mulliken charge.
Element x y z (Å)
Zr1 0.368 0.616 -0.056  -1.227
C1 2.006 -4.373 -1.059  -1.041
Si1 0.453 -3.533 -1.816  0.180
C2 -0.772 -5.018 -1.881  -1.319
C3 0.814 -3.243 -3.679  -1.184
N1 0.042 -2.082 -0.989  0.453
P1 -1.420 -1.953 -0.307  3.293
C4 -1.625 -0.354 0.260  -0.795
P2 -2.115 0.033 1.863  2.479
N2 -1.009 0.960 2.557  -0.148
Si2 -1.436 1.960 3.895  0.657
C5 -2.886 1.416 5.042  -1.365
C6 -1.910 3.703 3.255  -0.786
C7 -0.031 2.115 5.188  -1.147
C8 -3.672 0.992 1.656  0.328
C9 -3.518 1.998 0.708  0.376
C10 -4.561 2.859 0.422  -0.526
C11 -5.766 2.732 1.098  -1.038
C12 -5.925 1.737 2.045  -0.821
C13 -4.884 0.864 2.319  -0.621
C14 -2.643 -1.326 2.965  1.015
C15 -1.837 -1.662 4.043  -0.251
C16 -2.203 -2.680 4.903  -0.780
C17 -3.381 -3.374 4.686  -0.793
C18 -4.173 -3.065 3.593  -1.018
C19 -3.802 -2.053 2.727  -0.680
C20 -2.653 -2.164 -1.683  0.520
C21 -3.531 -3.179 -2.043  -0.705
C22 -4.291 -3.081 -3.201  -0.940
C23 -4.182 -1.978 -4.029  -0.728
C24 -3.318 -0.952 -3.676  -0.815
C25 -2.577 -1.045 -2.516  0.117
C26 -1.571 -3.341 0.882  1.485
C27 -2.621 -4.224 1.079  -0.736
C28 -2.496 -5.268 1.983  -0.989
C29 -1.338 -5.418 2.723  -0.854
C30 -0.307 -4.501 2.577  -0.781
C31 -0.427 -3.474 1.664  -0.969
H1 2.240 -5.276 -1.613  0.422
H2 2.877 -3.733 -1.087  0.192
H3 1.836 -4.657 -0.025  0.254
H4 -0.295 -5.889 -2.324  0.533
H5 -1.111 -5.302 -0.889  0.239
H6 -1.645 -4.786 -2.482  0.422
H7 1.736 -2.699 -3.833  0.299
H8 0.905 -4.193 -4.197  0.543
H9 0.017 -2.681 -4.154  0.281
H10 -3.792 1.219 4.482  0.370
H11 -2.646 0.513 5.599  0.298
H12 -3.114 2.195 5.766  0.456
H13 -1.526 4.494 3.891  0.514
H14 -1.502 3.843 2.259  -0.357
H15 -2.989 3.825 3.187  0.389
H16 0.059 1.217 5.793  0.277
H17 0.931 2.306 4.740  0.178
H18 -0.256 2.936 5.863  0.418
H19 -2.551 2.076 0.213  -1.035
H20 -4.444 3.630 -0.325  0.409
H21 -6.581 3.413 0.890  0.358
H22 -6.862 1.634 2.577  0.420
H23 -5.022 0.084 3.055  0.393
H24 -0.931 -1.095 4.195  -0.330
H25 -1.573 -2.931 5.746  0.377
H26 -3.688 -4.155 5.370  0.407
H27 -5.081 -3.624 3.409  0.450
H28 -4.399 -1.820 1.857  0.791
H29 -3.630 -4.073 -1.447  0.325
H30 -4.973 -3.882 -3.461  0.426
H31 -4.764 -1.919 -4.938  0.376
H32 -3.225 -0.082 -4.312  0.422
H33 -1.907 -0.247 -2.221  -0.703
H34 -3.542 -4.105 0.535  0.479
H35 -3.313 -5.967 2.109  0.391
H36 -1.241 -6.243 3.417  0.384
H37 0.588 -4.598 3.175  0.467
H38 0.369 -2.748 1.526  0.351
O1 -0.096 0.918 -2.020  0.300
C32 0.321 0.980 -3.231  -0.073
C33 -0.481 1.596 -4.227  -0.156
C34 -0.079 1.688 -5.532  -1.035
C35 1.142 1.151 -5.931  -1.025
C36 1.940 0.527 -4.999  -1.049
C37 1.568 0.429 -3.655  0.949
C38 2.386 -0.264 -2.689  -1.089
N3 2.185 -0.363 -1.382  2.126
C39 3.185 -1.152 -0.892  -1.400
C40 4.014 -1.533 -1.902  -1.750
N4 3.506 -0.959 -3.034  0.566
H39 -1.423 2.008 -3.905  0.584
H40 -0.711 2.185 -6.256  0.414
H41 1.453 1.219 -6.965  0.378
H42 2.884 0.111 -5.328  0.343
H43 3.238 -1.398 0.153  0.741
H44 4.888 -2.152 -1.925  0.574
H45 3.878 -1.033 -3.964  0.188
C41 -1.863 4.098 -1.579  -1.277
Si3 -0.081 3.982 -0.844  1.864
C42 1.048 4.366 -2.364  -1.266
C43 0.143 5.512 0.295  -1.478
O2 0.161 2.631 -0.048  -0.508
H46 -1.893 4.642 -2.518  0.546
H47 -2.530 4.608 -0.893  0.392
H48 -2.263 3.105 -1.763  0.159
H49 0.575 5.084 -3.028  0.528
H50 1.257 3.475 -2.946  0.159
H51 2.003 4.785 -2.059  0.394
H52 0.123 6.432 -0.281  0.442
H53 1.089 5.470 0.822  0.297
H54 -0.642 5.575 1.041  0.352
C44 2.121 2.639 2.466  -0.883
Si4 2.205 0.748 1.977  1.044
C45 4.215 0.697 2.087  -1.757
C46 2.001 -0.273 3.649  -0.434
H55 2.646 2.897 3.386  0.505
H56 1.088 2.962 2.558  -0.228
H57 2.562 3.232 1.665  0.390
H58 4.531 0.689 3.128  0.577
H59 4.640 1.599 1.648  0.473
H60 4.670 -0.177 1.621  0.466
H61 2.505 0.199 4.491  0.407
H62 2.410 -1.279 3.553  0.447
H63 0.954 -0.371 3.912  -0.532
S1 3.296 2.423 -1.114  -0.026
C47 4.728 1.818 -1.695  -0.569
N5 5.534 1.063 -0.927  0.233
C48 6.872 0.686 -1.301  -0.700
C49 7.433 1.737 -2.257  -0.707
C50 6.482 1.876 -3.442  -0.718
N6 5.127 2.064 -2.970  0.012
H64 5.196 0.882 0.011  -0.254
H65 6.876 -0.299 -1.787  0.246
H66 7.487 0.622 -0.400  0.410
H67 8.432 1.456 -2.595  0.375
H68 7.486 2.693 -1.734  0.313
H69 6.540 0.977 -4.072  0.302
H70 6.774 2.734 -4.058  0.370
H71 4.508 2.659 -3.496  0.318

Properties
Orbital gap   6.70 eV
Charge   -1
Highest occupied orbital energy   -0.1745 Ha

=====

6.
C13H8BrN4O8S as an isolated structure at a distorted geometry. Source: OMol25; level of theory: ωB97M-V with the def2-TZVPD basis set.

Each line ends with the Mulliken charge.
Element x y z (Å)
Br1 0.374 1.764 0.816  -0.214
C1 -0.024 -0.050 1.000  -0.514
S1 -1.464 -0.353 1.957  1.469
C2 -2.773 0.894 1.859  0.030
C3 -2.823 1.867 2.860  -0.263
C4 -3.904 2.750 2.903  -0.553
C5 -4.898 2.689 1.927  -0.347
C6 -4.822 1.738 0.908  -0.542
C7 -3.749 0.844 0.855  -0.386
O1 -2.047 -1.582 1.445  -0.703
O2 -1.011 -0.267 3.330  -0.703
H1 0.771 -0.721 1.376  0.313
H2 -2.018 1.914 3.593  0.387
H3 -3.953 3.474 3.712  0.347
H4 -5.740 3.376 1.966  0.355
H5 -5.600 1.676 0.151  0.348
H6 -3.644 0.108 0.057  0.383
O3 4.936 0.390 -4.096  -0.586
N1 4.973 -0.278 -3.048  0.917
O4 6.036 -0.737 -2.567  -0.626
C8 3.764 -0.602 -2.306  -0.325
C9 3.865 -1.351 -1.133  -0.343
C10 2.703 -1.774 -0.434  -0.506
N2 2.843 -2.627 0.720  1.023
O5 3.975 -3.035 1.057  -0.659
O6 1.798 -2.998 1.310  -0.593
C11 1.395 -1.375 -0.806  -0.694
C12 1.333 -0.599 -1.955  0.443
N3 0.191 -0.513 -2.791  0.874
O7 -1.007 -0.580 -2.583  -0.684
O8 0.680 -0.238 -4.058  -0.233
N4 2.065 -0.086 -4.077  -0.434
C13 2.429 -0.295 -2.799  0.476
H7 4.865 -1.625 -0.775  0.562
H8 0.481 -1.796 -0.374  0.978

Properties
Orbital gap   4.84 eV
Charge   -1
Highest occupied orbital energy   -0.1499 Ha